{
  "formula": "C26H33MoN2O5S",
  "method": "ωB97M-V with the def2-TZVPD basis set",
  "species": ["Mo", "C", "O", "C", "C", "C", "C", "C", "C", "N", "N", "C", "O", "C", "C", "C", "C", "C", "C", "C", "O", "H", "H", "H", "H", "H", "H", "H", "H", "H", "H", "H", "H", "C", "C", "C", "C", "C", "C", "H", "H", "H", "H", "H", "H", "H", "H", "H", "C", "O", "C", "C", "H", "H", "H", "H", "H", "H", "C", "S", "C", "O", "H", "H", "H", "H", "H", "H"],
  "positions_angstrom": [[-0.5232, 0.2462, 0.1050], [-2.6688, 4.0814, 1.0668], [-3.2670, 3.3607, 2.1542], [-3.8803, 2.1913, 1.8539], [-5.1752, 2.0111, 2.3024], [-5.8746, 0.8309, 2.0567], [-5.2678, -0.1791, 1.3447], [-3.9472, -0.0251, 0.9093], [-3.3108, -1.1060, 0.1942], [-2.0774, -1.0628, -0.1145], [-1.5834, -2.1681, -0.8420], [-0.5405, -1.8507, -1.5478], [-0.0319, -0.6049, -1.5838], [0.1553, -2.8837, -2.3311], [1.1917, -2.4862, -3.1674], [1.8668, -3.4258, -3.9309], [1.5049, -4.7627, -3.8572], [0.4652, -5.1628, -3.0220], [-0.2127, -4.2273, -2.2595], [-3.2403, 1.1559, 1.1690], [-1.9434, 1.3310, 0.8303], [-2.6953, 5.1314, 1.3468], [-3.2454, 3.9388, 0.1516], [-1.6472, 3.7572, 0.8944], [-5.6333, 2.8306, 2.8452], [-6.8927, 0.7214, 2.4089], [-5.7986, -1.0979, 1.1158], [-3.8749, -1.9833, -0.1100], [1.4500, -1.4379, -3.2255], [2.6702, -3.1138, -4.5882], [2.0278, -5.4964, -4.4576], [0.1816, -6.2070, -2.9701], [-1.0295, -4.5238, -1.6137], [3.9008, 0.3837, -2.5540], [3.9946, 0.6278, -1.0409], [4.8625, 1.8724, -0.7619], [4.5889, -0.5982, -0.3290], [2.6671, 0.9164, -0.4986], [1.5466, 1.1176, -0.0840], [4.9061, 0.2371, -2.9560], [3.4413, 1.2329, -3.0642], [3.3137, -0.5107, -2.7683], [5.8861, 1.6580, -1.0743], [4.8716, 2.1221, 0.3000], [4.5041, 2.7356, -1.3245], [5.5773, -0.8109, -0.7425], [3.9589, -1.4786, -0.4762], [4.6920, -0.4185, 0.7430], [0.9431, 4.1485, -0.4565], [0.0881, 3.0144, -0.3336], [0.4917, 2.0191, 0.5398], [0.8178, 2.4978, 1.9298], [1.9887, 3.8356, -0.5375], [0.8296, 4.8266, 0.3901], [0.6511, 4.6591, -1.3693], [1.6121, 3.2480, 1.9112], [1.1429, 1.6689, 2.5493], [-0.0749, 2.9477, 2.3752], [-0.3585, -3.0951, 2.0218], [0.0544, -1.6020, 2.8804], [-1.5703, -1.1486, 3.4674], [0.4357, -0.5569, 1.8120], [-0.6620, -3.8256, 2.7742], [0.5478, -3.4346, 1.5208], [-1.1537, -2.9093, 1.2984], [-2.1352, -2.0478, 3.7120], [-2.0586, -0.5922, 2.6684], [-1.4534, -0.5227, 4.3496]],
  "forces_ev_per_angstrom": [[2.05, 0.40, 1.30], [-0.02, 0.01, 0.02], [0.12, 0.10, 0.04], [-0.12, 0.22, 0.11], [-0.26, -0.03, 0.08], [-0.02, 0.09, 0.04], [-0.06, -0.05, -0.01], [0.00, -0.24, -0.11], [-0.64, 0.02, 0.12], [0.09, -0.77, -0.63], [-0.05, 0.08, -0.11], [-0.33, 0.18, 0.14], [-0.25, -0.78, -0.11], [0.00, 0.16, -0.08], [0.11, -0.02, -0.12], [0.02, 0.00, -0.01], [-0.03, -0.04, 0.01], [0.01, 0.00, 0.00], [-0.01, 0.00, 0.03], [0.47, -0.26, -0.25], [-0.50, 0.54, 0.12], [-0.02, 0.01, 0.03], [-0.03, 0.00, -0.02], [-0.08, 0.04, -0.01], [0.02, -0.07, -0.05], [0.06, 0.01, -0.02], [0.05, 0.07, 0.03], [-0.09, 0.02, 0.02], [-0.04, -0.04, -0.01], [-0.05, -0.02, 0.04], [-0.02, 0.01, 0.03], [0.02, 0.06, -0.01], [0.03, 0.01, -0.03], [0.01, 0.00, -0.02], [0.05, 0.04, 0.10], [0.03, -0.03, -0.02], [-0.01, 0.00, -0.01], [0.30, -0.36, -0.31], [-0.65, 0.87, 0.29], [-0.05, 0.01, 0.02], [0.03, -0.05, 0.05], [0.06, 0.06, 0.03], [-0.03, 0.02, 0.00], [0.01, -0.02, -0.03], [0.00, -0.02, 0.02], [-0.05, 0.01, 0.03], [0.03, 0.05, 0.00], [-0.01, 0.00, -0.07], [0.03, 0.03, -0.01], [0.11, -0.11, -0.12], [-0.05, -0.15, -0.21], [-0.05, 0.03, 0.03], [-0.02, -0.01, -0.02], [0.00, 0.02, 0.03], [-0.02, 0.01, -0.01], [-0.03, -0.03, 0.05], [0.05, -0.04, 0.05], [0.03, -0.04, -0.07], [-0.06, -0.11, -0.19], [0.11, -0.04, 0.23], [-0.04, 0.14, 0.01], [-0.25, 0.13, -0.49], [0.04, 0.02, -0.05], [-0.05, -0.03, -0.01], [0.08, -0.11, 0.07], [0.06, 0.04, 0.02], [-0.09, -0.03, 0.02], [-0.03, 0.02, -0.05]],
  "lumo_energy_ev": [-3.2673, -3.2940],
  "gap_ha": [0.2637, 0.2629],
  "largest_force_ev_per_a": 2.461,
  "total_charge": 1,
  "homo_energy_ev": [-10.443, -10.447],
  "e_above_lowest_kcal_mol": 13.7
}

{
  "formula": "C26H33N3O5",
  "method": "ωB97M-V with the def2-TZVPD basis set",
  "species": ["C", "H", "O", "C", "C", "C", "C", "C", "C", "O", "C", "H", "H", "H", "H", "C", "C", "N", "C", "O", "C", "C", "C", "C", "C", "C", "H", "H", "C", "H", "H", "H", "H", "H", "H", "C", "O", "N", "C", "C", "H", "H", "C", "N", "C", "H", "C", "H", "O", "C", "H", "C", "H", "H", "H", "H", "H", "H", "H", "H", "H", "H", "H", "H", "H", "H", "H"],
  "positions_angstrom": [[8.5105, 1.8201, -0.0776], [8.6153, 1.7417, -1.1648], [7.5606, 0.9101, 0.4180], [6.2771, 1.0153, -0.0121], [5.8044, 1.9630, -0.9064], [4.4710, 1.9837, -1.2771], [3.5664, 1.0667, -0.7516], [4.0487, 0.0905, 0.1331], [5.3775, 0.0531, 0.5060], [5.9193, -0.8568, 1.3586], [5.0779, -1.8348, 1.9209], [4.2684, -1.3892, 2.5080], [5.7150, -2.4236, 2.5785], [4.6499, -2.4892, 1.1541], [3.3808, -0.6753, 0.4889], [2.1755, 1.1414, -1.1508], [1.0925, 0.7193, -0.4710], [1.1674, 0.2102, 0.8349], [0.6099, -0.9146, 1.3743], [0.7905, -1.1702, 2.5514], [-0.2091, -1.7760, 0.4836], [0.1279, -2.0320, -0.8411], [-0.6655, -2.8658, -1.6070], [-1.8002, -3.4652, -1.0750], [-2.1102, -3.2350, 0.2620], [-1.3221, -2.4078, 1.0347], [-1.5539, -2.2353, 2.0756], [-2.9778, -3.7108, 0.6963], [-2.6814, -4.3361, -1.9152], [-3.5968, -3.8011, -2.1702], [-2.9629, -5.2367, -1.3730], [-2.1842, -4.6199, -2.8390], [-0.3960, -3.0516, -2.6362], [1.0170, -1.6018, -1.2760], [1.8435, 0.6640, 1.4409], [-0.2538, 0.9307, -1.0894], [-0.3902, 1.0784, -2.2893], [-1.2791, 1.0274, -0.2130], [-2.6436, 1.2018, -0.6491], [-3.4121, -0.1201, -0.6845], [-3.3423, -0.6058, 0.2900], [-2.9530, -0.7839, -1.4185], [-4.8745, 0.1101, -1.0609], [-5.5403, 0.9893, -0.1149], [-6.7146, 1.6349, -0.6765], [-6.4269, 2.1684, -1.5845], [-7.2687, 2.6314, 0.3421], [-8.1828, 3.0969, -0.0301], [-7.6111, 1.9964, 1.5509], [-6.4907, 1.3398, 2.0933], [-6.8333, 0.8527, 3.0079], [-5.9156, 0.3147, 1.1161], [-5.0341, -0.1485, 1.5606], [-6.6710, -0.4703, 0.9282], [-5.7107, 2.0764, 2.3399], [-6.5116, 3.4077, 0.5303], [-7.5013, 0.9012, -0.9280], [-5.3911, -0.8622, -1.1435], [-4.9066, 0.5910, -2.0415], [-3.1530, 1.8985, 0.0202], [-2.6001, 1.6296, -1.6529], [-1.1189, 0.8414, 0.7639], [1.9739, 1.6207, -2.0992], [4.1253, 2.7335, -1.9722], [6.4738, 2.6967, -1.3263], [8.2587, 2.8520, 0.1893], [9.4525, 1.5466, 0.3949]],
  "forces_ev_per_angstrom": [[0.16, 0.19, -0.10], [-0.02, 0.01, 0.04], [-0.41, -0.22, 0.06], [0.01, -0.10, 0.07], [0.35, -0.09, 0.15], [-0.38, -0.19, 0.12], [0.55, 0.14, 0.06], [0.18, -0.12, 0.04], [0.21, -0.01, 0.09], [0.15, 0.38, -0.29], [-0.18, -0.19, 0.11], [0.02, 0.00, -0.04], [-0.08, 0.01, -0.04], [0.01, 0.04, 0.02], [-0.01, -0.07, 0.09], [-0.82, -0.18, 0.11], [0.53, 0.11, -0.62], [0.31, 0.45, 0.20], [0.16, -0.05, 0.14], [-0.09, -0.09, 0.07], [-0.13, -0.38, -0.05], [0.03, 0.00, 0.17], [-0.08, -0.08, 0.00], [0.09, 0.01, 0.02], [0.09, 0.02, -0.02], [0.13, 0.07, 0.04], [-0.01, 0.00, 0.09], [-0.10, -0.05, 0.05], [-0.03, 0.03, -0.01], [-0.08, -0.02, -0.06], [-0.04, -0.08, -0.02], [-0.01, -0.05, -0.07], [0.02, -0.04, -0.11], [0.04, 0.06, -0.06], [-0.16, -0.15, 0.04], [-0.14, 0.30, 0.23], [0.02, -0.07, -0.29], [0.00, 0.05, 0.22], [-0.21, -0.15, -0.12], [-0.16, 0.32, -0.10], [0.02, -0.06, -0.02], [0.06, -0.09, 0.04], [0.25, -0.11, 0.09], [-0.15, -0.01, -0.06], [-0.11, 0.23, 0.26], [-0.04, -0.01, -0.02], [0.01, 0.02, -0.42], [0.09, 0.02, -0.02], [-0.15, -0.05, 0.05], [0.22, -0.31, 0.07], [0.09, 0.02, -0.03], [-0.08, 0.27, 0.20], [-0.02, -0.05, 0.05], [0.06, 0.00, 0.01], [-0.04, -0.07, 0.02], [-0.07, -0.03, -0.04], [0.03, 0.04, -0.03], [-0.05, 0.07, -0.07], [-0.05, -0.04, -0.03], [0.07, 0.00, -0.11], [-0.08, 0.06, 0.11], [0.12, 0.11, -0.12], [-0.12, 0.05, -0.02], [-0.05, 0.07, -0.09], [0.10, 0.05, -0.01], [0.00, -0.05, -0.02], [-0.05, 0.06, -0.06]],
  "lumo_energy_ev": 0.3100,
  "gap_ha": 0.3005,
  "largest_force_ev_per_a": 0.851,
  "homo_energy_ev": -7.868,
  "e_above_lowest_kcal_mol": 50.3,
  "smiles": "COc1ccc(/C=C(\\NC(=O)c2ccc(C)cc2)C(=O)NCCCN2CCOCC2)cc1OC"
}

{
  "formula": "C26H33N3O6",
  "method": "ωB97M-V with the def2-TZVPD basis set",
  "species": ["C", "C", "C", "O", "C", "C", "C", "C", "C", "C", "H", "H", "C", "N", "C", "O", "C", "O", "C", "C", "C", "C", "N", "C", "C", "C", "H", "H", "H", "C", "O", "O", "C", "H", "H", "H", "H", "C", "H", "H", "H", "O", "H", "C", "H", "H", "C", "N", "C", "H", "H", "H", "C", "H", "H", "H", "H", "H", "H", "H", "H", "H", "H", "H", "H", "H", "H", "H"],
  "positions_angstrom": [[2.2073, -7.1742, -0.2067], [1.2596, -6.0775, -0.6727], [1.9901, -5.0416, -1.5301], [1.1305, -4.0357, -2.0243], [0.7100, -3.0356, -1.2047], [1.1300, -2.8233, 0.1037], [0.6399, -1.7450, 0.8218], [-0.2677, -0.8635, 0.2616], [-0.6910, -1.0800, -1.0463], [-0.2102, -2.1477, -1.7696], [-0.5293, -2.3218, -2.7849], [-1.4034, -0.4027, -1.4951], [-0.8129, 0.3115, 1.0421], [-2.2476, 0.2081, 1.2120], [-2.9641, 1.1765, 0.5985], [-4.1724, 1.2633, 0.5855], [-1.9595, 2.1301, -0.0451], [-2.2492, 3.1028, -0.7122], [-0.6501, 1.6100, 0.2901], [0.5611, 2.0664, -0.1179], [0.7844, 3.2994, -0.8511], [0.2919, 4.5710, -0.5544], [0.7862, 5.4151, -1.4724], [1.5754, 4.7459, -2.3753], [1.6072, 3.4118, -2.0036], [2.3095, 2.3020, -2.7080], [2.2671, 2.4650, -3.7815], [3.3647, 2.2684, -2.4303], [1.8507, 1.3422, -2.4781], [2.1842, 5.5051, -3.4524], [2.0248, 6.6995, -3.5908], [2.9491, 4.7606, -4.2707], [3.5565, 5.4632, -5.3440], [4.1576, 4.7346, -5.8817], [4.1826, 6.2727, -4.9628], [2.7941, 5.8900, -5.9991], [0.5991, 6.4036, -1.5474], [-0.5631, 5.0350, 0.5596], [-0.3356, 6.0678, 0.8145], [-0.4290, 4.4028, 1.4337], [-1.6106, 4.9654, 0.2602], [1.6509, 1.3155, 0.1686], [2.4395, 1.7323, -0.2038], [-2.8421, -0.8998, 1.9118], [-3.8993, -0.9302, 1.6389], [-2.3559, -1.8225, 1.5828], [-2.7327, -0.7311, 3.4337], [-3.4618, -1.7716, 4.1339], [-3.8318, -1.3663, 5.4739], [-4.4401, -0.4652, 5.4213], [-2.9602, -1.1687, 6.1187], [-4.4258, -2.1569, 5.9298], [-2.7428, -3.0272, 4.1514], [-3.3577, -3.7804, 4.6411], [-1.7817, -2.9568, 4.6879], [-2.5486, -3.3549, 3.1326], [-3.1781, 0.2330, 3.6899], [-1.6684, -0.7072, 3.7329], [-0.3133, 0.3573, 2.0194], [0.9809, -1.5911, 1.8355], [1.8395, -3.4822, 0.5789], [2.8294, -4.6019, -0.9764], [2.3896, -5.5240, -2.4271], [0.8076, -5.5845, 0.1904], [0.4517, -6.5087, -1.2665], [2.6488, -7.6855, -1.0590], [1.6728, -7.9054, 0.3940], [3.0117, -6.7569, 0.3956]],
  "forces_ev_per_angstrom": [[-0.16, 0.18, -0.05], [0.15, 0.20, -0.13], [0.00, -0.38, 0.24], [-0.17, 0.21, -0.11], [-0.08, 0.20, 0.07], [0.20, -0.35, -0.20], [-0.27, 0.23, -0.12], [0.08, -0.19, 0.21], [0.12, -0.11, 0.14], [0.07, -0.13, -0.04], [-0.04, -0.03, -0.13], [-0.09, 0.06, -0.10], [0.47, 0.00, -0.06], [0.21, 0.04, 0.03], [-0.69, -0.12, 0.17], [0.02, 0.16, -0.12], [0.33, 0.63, -0.46], [-0.29, -0.43, 0.20], [0.58, -0.17, 0.20], [-0.47, 0.13, 0.11], [0.14, 0.28, -0.09], [0.11, -0.21, 0.20], [-0.06, 0.09, -0.07], [0.12, -0.58, 0.06], [-0.02, 0.49, -0.22], [0.01, 0.00, -0.12], [0.06, -0.10, -0.02], [0.07, -0.09, -0.03], [0.01, -0.07, -0.01], [0.06, 0.26, -0.12], [0.01, -0.13, -0.02], [-0.22, -0.24, 0.37], [0.10, 0.37, -0.24], [-0.04, 0.02, 0.03], [-0.04, -0.08, -0.07], [0.09, -0.04, 0.03], [0.02, -0.05, 0.05], [-0.24, 0.09, -0.12], [0.05, 0.04, 0.11], [0.02, -0.01, 0.07], [0.03, 0.05, 0.08], [-0.11, 0.02, -0.04], [-0.11, 0.06, 0.10], [-0.25, -0.06, 0.26], [0.12, -0.05, 0.01], [-0.06, 0.04, -0.02], [-0.12, -0.03, -0.25], [0.03, 0.07, -0.03], [-0.01, 0.00, -0.06], [-0.02, 0.04, 0.07], [0.02, 0.00, 0.03], [-0.02, 0.00, 0.08], [-0.06, 0.02, -0.05], [0.03, -0.09, 0.00], [0.03, 0.01, 0.01], [0.06, -0.10, -0.02], [0.05, -0.01, -0.01], [-0.04, 0.06, 0.06], [-0.04, -0.04, -0.08], [0.04, 0.04, 0.13], [0.06, -0.11, 0.00], [-0.03, -0.01, -0.07], [0.03, 0.05, 0.14], [-0.06, 0.00, -0.03], [-0.04, 0.06, 0.01], [0.09, -0.11, -0.06], [0.03, -0.10, 0.05], [0.12, -0.02, 0.08]],
  "lumo_energy_ev": -0.0222,
  "gap_ha": 0.3060,
  "largest_force_ev_per_a": 0.851,
  "homo_energy_ev": -8.348,
  "e_above_lowest_kcal_mol": 15.1,
  "smiles": "CCCOc1ccc([C@H]2/C(=C(\\O)c3c(C)[nH]c(C(=O)OC)c3C)C(=O)C(=O)N2CCN(C)C)cc1"
}

> Number 2 is which compound?

C26H33N3O5